DFT (ωB97M-V with the def2-TZVPD basis set) results for a 2-piece molecular cluster, C5H14 overall.

Geometry (Å):
C: 0.18 2.32 0.86
C: -0.39 0.97 0.72
C: -1.59 0.72 1.67
H: 0.83 2.34 1.81
H: -0.62 3.06 1.18
H: 0.89 2.64 0.07
H: -0.73 0.61 -0.30
H: 0.47 0.24 1.02
H: -1.65 -0.42 1.86
H: -1.40 1.08 2.70
H: -2.54 1.10 1.27
C: 0.41 -1.54 -2.10
C: 1.33 -2.31 -1.14
H: -0.12 -0.79 -1.49
H: 0.96 -1.08 -2.93
H: -0.38 -2.21 -2.48
H: 1.67 -3.35 -1.49
H: 0.63 -2.42 -0.24
H: 2.31 -1.77 -1.01

Summary:
- lowest unoccupied orbital energy (eV) = 1.07
- HOMO (eV) = -10.826
- gap between HOMO and LUMO (eV) = 11.90
- total energy (eV) = -5411.0175
- ΔE to the lowest compared entry with this formula, charge and spin (kcal/mol) = 23.8

Results of the Mulliken charge analysis, in e, for atoms 1 through 5: C -1.196; C 0.363; C -1.203; H 0.280; H 0.282

DFT (ωB97M-V with the def2-TZVPD basis set) results for a 2-piece molecular cluster, C5H14 overall.

Geometry (Å):
C: 0.63 -0.26 2.30
C: 1.37 -0.36 0.95
C: 1.41 -1.75 0.33
H: -0.34 -0.75 2.24
H: 0.68 0.82 2.54
H: 1.32 -0.71 3.03
H: 0.81 0.30 0.30
H: 2.36 0.06 0.91
H: 1.37 -1.79 -0.75
H: 2.37 -2.25 0.60
H: 0.58 -2.42 0.66
C: -1.92 1.78 -1.67
C: -1.17 0.49 -1.60
H: -1.54 2.49 -2.38
H: -3.00 1.69 -1.92
H: -2.15 2.26 -0.72
H: -1.68 -0.34 -1.12
H: -0.24 0.63 -1.07
H: -0.84 0.10 -2.64

Summary:
- lowest unoccupied orbital energy (eV) = 1.13
- HOMO (eV) = -10.805
- gap between HOMO and LUMO (eV) = 11.93
- total energy (eV) = -5411.2943
- ΔE to the lowest compared entry with this formula, charge and spin (kcal/mol) = 17.4

Results of the Mulliken charge analysis, in e, for atoms 1 through 5: C -1.128; C 0.106; C -1.104; H 0.344; H 0.306

DFT (ωB97M-V with the def2-TZVPD basis set) results for a 2-piece molecular cluster, C5H14 overall.

Geometry (Å):
C: -2.85 -1.19 -0.46
C: -2.00 -0.14 0.24
C: -1.13 0.82 -0.58
H: -3.80 -1.28 0.06
H: -2.51 -2.25 -0.42
H: -3.05 -1.04 -1.51
H: -2.65 0.48 0.89
H: -1.27 -0.71 0.89
H: -0.10 0.59 -0.76
H: -1.44 1.25 -1.54
H: -1.03 1.74 0.01
C: 3.38 0.24 0.04
C: 2.02 0.18 0.73
H: 3.64 1.22 -0.39
H: 4.22 0.28 0.76
H: 3.48 -0.64 -0.58
H: 1.91 -0.84 1.08
H: 1.25 0.37 0.01
H: 1.91 0.92 1.53

Summary:
- lowest unoccupied orbital energy (eV) = 1.09
- HOMO (eV) = -10.925
- gap between HOMO and LUMO (eV) = 12.01
- total energy (eV) = -5411.0411
- ΔE to the lowest compared entry with this formula, charge and spin (kcal/mol) = 23.3

Results of the Mulliken charge analysis, in e, for atoms 1 through 5: C -1.056; C -0.085; C -1.207; H 0.283; H 0.289

DFT (ωB97M-V with the def2-TZVPD basis set) results for a 2-piece molecular cluster, C5H14 overall.

Geometry (Å):
C: -1.26 1.08 2.19
C: -0.05 1.41 1.34
C: -0.43 1.77 -0.10
H: -1.89 1.95 2.38
H: -0.97 0.68 3.17
H: -1.88 0.32 1.73
H: 0.57 2.20 1.76
H: 0.55 0.50 1.30
H: -1.14 1.05 -0.50
H: -0.95 2.73 -0.12
H: 0.44 1.79 -0.76
C: 0.18 -2.03 -1.86
C: 1.54 -1.84 -1.23
H: -0.43 -2.79 -1.38
H: -0.48 -1.17 -1.73
H: 0.27 -2.24 -2.93
H: 2.01 -2.78 -0.92
H: 1.65 -1.17 -0.37
H: 2.24 -1.43 -1.96

Summary:
- lowest unoccupied orbital energy (eV) = 1.15
- HOMO (eV) = -11.414
- gap between HOMO and LUMO (eV) = 12.57
- total energy (eV) = -5411.8725
- ΔE to the lowest compared entry with this formula, charge and spin (kcal/mol) = 4.1

Results of the Mulliken charge analysis, in e, for atoms 1 through 5: C -1.195; C 0.030; C -1.083; H 0.319; H 0.328

DFT (ωB97M-V with the def2-TZVPD basis set) results for a 2-piece molecular cluster, C5H14 overall.

Geometry (Å):
C: 1.02 -0.81 2.63
C: -0.23 -0.45 1.77
C: -0.93 -1.53 0.95
H: 0.76 -0.19 3.55
H: 1.88 -0.20 2.14
H: 1.24 -1.82 2.60
H: -0.99 -0.08 2.59
H: 0.12 0.28 1.03
H: -1.12 -0.96 -0.12
H: -0.41 -2.33 0.48
H: -1.90 -1.90 1.40
C: 0.05 1.18 -1.80
C: 0.08 1.50 -3.29
H: 0.51 1.98 -1.14
H: -1.01 1.05 -1.50
H: 0.38 0.15 -1.62
H: -0.32 0.66 -3.75
H: 1.22 1.50 -3.59
H: -0.36 2.45 -3.61

Summary:
- lowest unoccupied orbital energy (eV) = 1.02
- HOMO (eV) = -10.650
- gap between HOMO and LUMO (eV) = 11.67
- total energy (eV) = -5410.0874
- ΔE to the lowest compared entry with this formula, charge and spin (kcal/mol) = 45.3

Results of the Mulliken charge analysis, in e, for atoms 1 through 5: C -0.917; C 0.107; C -0.937; H 0.250; H 0.209

DFT (ωB97M-V with the def2-TZVPD basis set) results for a 2-piece molecular cluster, C5H14 overall.

Geometry (Å):
C: -0.10 -0.51 -2.52
C: -1.00 -0.56 -1.29
C: -2.09 0.51 -1.32
H: 0.42 0.45 -2.57
H: -0.72 -0.58 -3.42
H: 0.64 -1.31 -2.53
H: -1.46 -1.54 -1.20
H: -0.39 -0.44 -0.39
H: -2.58 0.53 -2.29
H: -2.87 0.30 -0.58
H: -1.69 1.50 -1.12
C: 1.25 -0.16 1.91
C: 1.83 0.63 3.08
H: 1.43 0.37 0.97
H: 1.71 -1.15 1.86
H: 0.17 -0.31 2.01
H: 1.60 0.15 4.03
H: 1.45 1.66 3.11
H: 2.91 0.68 3.01

Summary:
- lowest unoccupied orbital energy (eV) = 1.06
- HOMO (eV) = -11.401
- gap between HOMO and LUMO (eV) = 12.46
- total energy (eV) = -5412.0251
- ΔE to the lowest compared entry with this formula, charge and spin (kcal/mol) = 0.6

Results of the Mulliken charge analysis, in e, for atoms 1 through 5: C -1.210; C 0.360; C -1.145; H 0.304; H 0.352

DFT (ωB97M-V with the def2-TZVPD basis set) results for a 2-piece molecular cluster, C5H14 overall.

Geometry (Å):
C: -0.67 1.27 -0.85
C: -1.41 0.33 -1.75
C: -0.86 -1.11 -1.87
H: -0.46 0.78 0.10
H: -1.23 2.19 -0.74
H: 0.36 1.54 -1.11
H: -2.44 0.15 -1.44
H: -1.46 0.77 -2.76
H: -0.94 -1.58 -0.88
H: -1.50 -1.74 -2.49
H: 0.17 -1.13 -2.22
C: 1.25 -0.71 1.46
C: 1.28 0.31 2.59
H: 0.53 -0.43 0.70
H: 2.21 -0.59 0.95
H: 1.08 -1.75 1.70
H: 1.74 -0.15 3.48
H: 0.32 0.78 2.77
H: 2.02 1.07 2.36

Summary:
- lowest unoccupied orbital energy (eV) = 1.15
- HOMO (eV) = -11.048
- gap between HOMO and LUMO (eV) = 12.20
- total energy (eV) = -5411.5408
- ΔE to the lowest compared entry with this formula, charge and spin (kcal/mol) = 11.7

Results of the Mulliken charge analysis, in e, for atoms 1 through 5: C -0.888; C -0.106; C -1.163; H 0.079; H 0.347

DFT (ωB97M-V with the def2-TZVPD basis set) results for a 2-piece molecular cluster, C5H14 overall.

Geometry (Å):
C: 0.95 -1.50 1.31
C: 1.36 -2.84 0.64
H: 1.19 -1.53 2.37
H: 1.44 -0.59 0.97
H: -0.13 -1.48 1.13
H: 1.27 -2.69 -0.44
H: 0.62 -3.57 0.93
H: 2.37 -3.17 0.86
C: -0.89 1.08 -0.87
C: -0.37 2.22 -1.75
C: -1.25 1.43 0.52
H: -1.76 0.62 -1.48
H: -0.22 0.20 -0.90
H: 0.49 2.64 -1.20
H: -1.91 2.30 0.59
H: -1.11 2.98 -2.01
H: 0.02 1.80 -2.68
H: -1.73 0.50 0.89
H: -0.35 1.60 1.13

Summary:
- net charge = +1
- lowest unoccupied orbital energy (alpha / beta) (eV) = -3.23 / -11.04
- HOMO (alpha / beta) (eV) = -15.024 / -15.018
- gap between HOMO and LUMO (alpha / beta) (eV) = 11.79 / 3.98
- total energy (eV) = -5400.6568
- ΔE to the lowest compared entry with this formula, charge and spin (kcal/mol) = 10.3
- spin multiplicity = 2

Results of the Mulliken charge analysis, in e, for atoms 1 through 5: C -0.583; C -0.951; H 0.368; H 0.235; H 0.070

DFT (ωB97M-V with the def2-TZVPD basis set) results for a 2-piece molecular cluster, C5H14 overall.

Geometry (Å):
C: 0.54 2.27 1.52
C: 1.99 1.82 1.35
H: 0.43 2.68 2.43
H: 0.29 3.10 0.86
H: -0.19 1.32 1.65
H: 2.65 2.14 0.55
H: 2.19 0.72 1.24
H: 2.63 2.08 2.20
C: -1.10 -1.16 -0.63
C: -2.07 -1.98 -1.39
C: 0.49 -1.04 -1.00
H: -1.40 -0.08 -0.38
H: -1.31 -1.62 0.44
H: -1.72 -3.00 -1.44
H: 0.82 -0.02 -0.83
H: 1.11 -1.67 -0.45
H: -2.08 -1.70 -2.42
H: -3.06 -2.03 -0.86
H: 0.51 -1.41 -2.11

Summary:
- net charge = +1
- lowest unoccupied orbital energy (alpha / beta) (eV) = -3.33 / -10.99
- HOMO (alpha / beta) (eV) = -14.553 / -14.541
- gap between HOMO and LUMO (alpha / beta) (eV) = 11.23 / 3.55
- total energy (eV) = -5399.3764
- ΔE to the lowest compared entry with this formula, charge and spin (kcal/mol) = 39.9
- spin multiplicity = 2

Results of the Mulliken charge analysis, in e, for atoms 1 through 5: C -0.756; C -0.849; H 0.412; H 0.265; H 0.095

DFT (ωB97M-V with the def2-TZVPD basis set) results for C5H14AuN3O2S as an isolated structure.

Geometry (Å):
Au: -0.65 1.39 0.07
N: -1.29 -0.31 -1.29
C: -0.05 -0.84 -1.91
C: 0.89 0.29 -2.32
N: 1.29 1.10 -1.16
H: -1.79 -1.04 -0.77
H: -1.93 0.05 -1.99
H: -0.30 -1.42 -2.80
H: 0.43 -1.50 -1.20
H: 0.39 0.95 -3.03
H: 1.77 -0.13 -2.82
H: 1.65 2.01 -1.43
H: 2.02 0.65 -0.61
C: 0.37 -0.30 3.99
C: 0.12 -0.43 2.54
C: 0.11 -1.75 1.86
O: -0.08 0.63 1.90
H: 0.63 -1.24 4.45
H: -0.54 0.10 4.45
H: 1.14 0.45 4.16
H: 0.36 -2.56 2.53
H: 0.81 -1.74 1.02
H: -0.90 -1.93 1.46
O: -1.46 1.88 -3.48
S: -1.65 2.97 -2.56
N: -1.36 2.72 -1.09

Summary:
- net charge = +2
- lowest unoccupied orbital energy (alpha / beta) (eV) = -10.99 / -10.99
- HOMO (alpha / beta) (eV) = -17.928 / -17.929
- gap between HOMO and LUMO (alpha / beta) (eV) = 6.94 / 6.94
- total energy (eV) = -28485.0150
- ΔE to the lowest compared entry with this formula, charge and spin (kcal/mol) = 8.3

Results of the Mulliken charge analysis, in e, for atoms 1 through 5: Au 1.152; N -0.412; C -0.456; C -0.530; N -0.431

DFT (ωB97M-V with the def2-TZVPD basis set) results for C5H14B4CaF16NO as an isolated structure.

Geometry (Å):
Ca: 2.08 0.60 0.14
C: -3.46 0.20 -0.84
N: -2.82 -0.88 -0.05
C: -2.17 -0.26 1.16
C: -3.93 -1.74 0.48
C: -1.86 -1.71 -0.89
C: -0.53 -1.04 -1.11
O: 0.26 -0.88 0.04
H: -2.71 0.87 -1.26
H: -4.03 0.85 -0.18
H: -4.06 -0.24 -1.64
H: -2.96 0.07 1.83
H: -1.51 0.58 0.93
H: -1.60 -1.03 1.67
H: -4.51 -2.09 -0.37
H: -4.52 -1.11 1.13
H: -3.52 -2.59 1.02
H: -2.34 -1.95 -1.84
H: -1.78 -2.64 -0.32
H: -0.75 -0.06 -1.54
H: 0.04 -1.62 -1.86
H: 0.36 -1.75 0.46
B: 0.00 2.67 -0.74
F: 0.97 1.99 -1.49
F: 0.20 2.16 0.58
F: 0.23 4.04 -0.69
F: -1.33 2.36 -1.08
B: 1.86 0.33 2.90
F: 2.50 0.21 4.13
F: 2.06 -0.79 2.06
F: 0.44 0.44 3.04
F: 2.33 1.46 2.24
B: 4.31 2.34 -0.49
F: 4.77 1.49 0.52
F: 3.55 1.50 -1.34
F: 3.43 3.29 0.06
F: 5.36 2.93 -1.19
B: 3.14 -1.61 -1.09
F: 4.21 -2.10 -1.84
F: 2.49 -0.59 -1.80
F: 2.23 -2.68 -0.85
F: 3.57 -1.05 0.13

Summary:
- net charge = -1
- lowest unoccupied orbital energy (eV) = 1.17
- HOMO (eV) = -8.358
- gap between HOMO and LUMO (eV) = 9.52
- total energy (eV) = -73605.8361

Results of the Mulliken charge analysis, in e, for atoms 1 through 5: Ca 1.772; C -0.757; N 0.182; C -0.983; C -0.949

DFT (ωB97M-V with the def2-TZVPD basis set) results for C5H14BBeClFeN as an isolated structure.

Geometry (Å):
Fe: 1.33 -1.86 -1.85
Cl: -0.62 -2.80 -1.89
C: 0.90 -0.08 -2.58
H: 1.79 -0.10 -3.25
H: 1.00 0.78 -1.91
H: 0.00 0.11 -3.19
Be: -2.56 1.35 0.18
C: -4.03 1.80 0.92
C: -1.87 2.15 -1.11
C: -2.21 0.10 1.09
H: -1.51 3.13 -0.72
H: -1.07 1.57 -1.59
H: -2.72 2.31 -1.81
H: -3.75 2.65 1.59
H: -4.72 2.20 0.16
H: -4.56 1.02 1.51
H: -1.33 -0.11 1.72
H: -2.61 -0.86 0.65
B: 3.67 -1.27 1.80
C: 2.46 -1.31 0.82
N: 1.66 -1.36 -0.04
H: 4.59 -1.92 1.30
H: 3.51 -1.77 2.90
H: 4.20 -0.18 2.04

Summary:
- net charge = -2
- lowest unoccupied orbital energy (alpha / beta) (eV) = 4.77 / 4.92
- HOMO (alpha / beta) (eV) = 0.420 / -0.802
- gap between HOMO and LUMO (alpha / beta) (eV) = 4.35 / 5.73
- total energy (eV) = -54885.9360
- ΔE to the lowest compared entry with this formula, charge and spin (kcal/mol) = 53.2
- spin multiplicity = 6

Results of the Mulliken charge analysis, in e, for atoms 1 through 5: Fe 0.223; Cl -0.489; C -0.838; H 0.144; H 0.224

> Which of these has the highest total energy?

number 9

> Number 5 is which compound?

C5H14